Entry from the Open Molecules 2025 dataset: a 14-piece molecular cluster, C66H146N14O14 overall (ωB97M-V/def2-TZVPD).

Positions of all 240 atoms, in Å:
C  1.706  -1.000  -7.539
O  1.801  -1.937  -8.324
N  1.068  -1.071  -6.352
C  0.678  0.043  -5.566
C  0.459  -2.312  -5.925
H  2.106  0.007  -7.737
H  1.428  0.225  -4.796
H  -0.296  -0.096  -5.094
H  0.536  0.902  -6.223
H  0.421  -2.335  -4.836
H  -0.570  -2.173  -6.257
H  0.974  -3.174  -6.347
C  -3.053  0.759  3.202
O  -2.711  -0.440  3.372
N  -2.386  1.792  3.769
C  -2.892  3.164  3.804
C  -1.228  1.543  4.689
H  -3.828  1.145  2.521
H  -1.974  3.733  3.951
H  -3.531  3.196  4.686
H  -3.465  3.413  2.911
H  -1.563  1.371  5.713
H  -0.706  0.631  4.403
H  -0.571  2.414  4.685
C  -6.084  -2.567  -2.694
O  -5.086  -3.165  -3.262
N  -5.927  -1.341  -2.126
C  -7.042  -0.709  -1.386
C  -4.745  -0.477  -2.269
H  -7.123  -2.929  -2.644
H  -7.471  0.120  -1.951
H  -6.690  -0.311  -0.435
H  -7.753  -1.499  -1.144
H  -4.519  0.142  -1.401
H  -3.824  -1.005  -2.521
H  -5.070  0.081  -3.148
C  2.036  5.644  1.231
O  3.063  5.405  0.572
N  0.834  5.821  0.792
C  -0.283  5.877  1.726
C  0.519  5.739  -0.692
H  2.068  5.705  2.331
H  -0.793  6.758  1.337
H  -0.176  6.034  2.799
H  -0.924  5.036  1.458
H  -0.285  6.457  -0.856
H  1.315  6.097  -1.346
H  0.222  4.756  -1.060
C  -5.772  -5.920  -0.419
O  -6.647  -6.750  -0.202
N  -5.299  -5.015  0.457
C  -4.445  -3.878  0.054
C  -5.946  -4.934  1.796
H  -5.324  -5.816  -1.419
H  -5.070  -2.996  -0.088
H  -3.920  -4.044  -0.887
H  -3.763  -3.631  0.868
H  -5.290  -5.240  2.611
H  -6.500  -4.022  2.021
H  -6.772  -5.632  1.939
C  4.005  -2.699  -2.671
O  2.832  -2.515  -2.771
N  4.863  -2.121  -3.559
C  6.306  -2.396  -3.359
C  4.435  -1.294  -4.707
H  4.455  -3.370  -1.924
H  6.656  -3.264  -3.918
H  6.599  -2.513  -2.317
H  6.860  -1.501  -3.641
H  3.366  -1.084  -4.699
H  4.945  -0.337  -4.610
H  4.748  -1.804  -5.617
C  4.440  -5.009  3.232
O  4.124  -5.690  2.236
N  4.921  -3.714  3.113
C  4.961  -3.000  1.868
C  4.888  -2.779  4.241
H  4.299  -5.429  4.240
H  5.845  -2.372  1.750
H  4.053  -2.421  1.694
H  5.105  -3.635  0.994
H  4.152  -2.014  3.990
H  4.584  -3.352  5.117
H  5.850  -2.273  4.327
C  0.321  -2.638  4.552
O  1.275  -2.609  5.354
N  -0.058  -3.737  3.869
C  -1.294  -3.777  3.123
C  0.762  -4.949  3.994
H  -0.486  -1.891  4.529
H  -1.889  -4.479  3.709
H  -1.299  -4.190  2.114
H  -1.831  -2.834  3.217
H  0.273  -5.491  4.804
H  0.803  -5.575  3.104
H  1.767  -4.716  4.342
C  5.281  0.812  -1.112
O  5.919  -0.251  -1.020
N  5.556  1.800  -0.176
C  6.387  1.464  1.036
C  5.361  3.201  -0.304
H  4.535  1.133  -1.856
H  6.159  0.417  1.233
H  6.208  2.078  1.920
H  7.429  1.674  0.789
H  5.149  3.637  0.672
H  6.191  3.820  -0.648
H  4.432  3.447  -0.818
C  0.436  6.233  -4.917
O  1.213  5.898  -4.041
N  -0.478  5.364  -5.457
C  -1.211  5.695  -6.665
C  -0.675  3.993  -4.943
H  0.477  7.190  -5.462
H  -2.176  5.200  -6.771
H  -0.680  5.465  -7.590
H  -1.507  6.744  -6.701
H  -0.180  3.421  -5.730
H  -0.314  3.620  -3.986
H  -1.672  3.597  -5.140
C  2.954  -0.729  7.944
C  3.092  0.710  7.353
C  4.559  1.177  7.659
C  5.285  2.184  6.732
C  5.034  1.775  5.279
C  3.563  1.550  4.969
N  2.923  0.582  5.906
O  1.618  0.328  5.536
C  2.885  2.955  4.912
C  3.535  0.890  3.515
C  2.243  1.847  8.049
H  3.049  -0.840  9.024
H  3.734  -1.339  7.486
H  1.968  -1.139  7.726
H  4.567  1.518  8.694
H  5.139  0.254  7.618
H  6.324  2.200  7.062
H  4.838  3.114  7.084
H  5.623  0.869  5.133
H  5.445  2.638  4.754
H  3.054  3.512  5.833
H  3.404  3.603  4.204
H  1.885  2.692  4.566
H  2.628  0.409  3.148
H  3.794  1.624  2.751
H  4.301  0.115  3.464
H  1.900  1.416  8.990
H  1.348  2.070  7.470
H  2.738  2.752  8.404
H  1.748  -0.555  5.175
C  -3.347  6.724  -1.826
C  -4.792  6.415  -2.366
C  -4.745  5.913  -3.808
C  -4.175  4.499  -3.949
C  -5.089  3.555  -3.174
C  -5.258  3.933  -1.668
N  -5.431  5.392  -1.508
O  -5.652  5.832  -0.252
C  -6.581  3.370  -1.140
C  -4.052  3.217  -0.922
C  -5.706  7.692  -2.399
H  -2.892  5.813  -1.437
H  -3.415  7.458  -1.022
H  -2.670  7.162  -2.561
H  -5.680  6.095  -4.339
H  -3.950  6.404  -4.371
H  -3.164  4.410  -3.550
H  -4.149  4.300  -5.020
H  -4.601  2.586  -3.272
H  -5.984  3.547  -3.799
H  -6.584  3.263  -0.054
H  -7.388  4.079  -1.322
H  -6.883  2.408  -1.554
H  -3.930  3.381  0.150
H  -4.289  2.152  -0.920
H  -3.096  3.402  -1.410
H  -5.379  8.474  -3.086
H  -5.706  8.262  -1.470
H  -6.736  7.460  -2.671
H  -6.612  5.861  -0.286
C  -1.677  -6.472  -2.926
C  -1.022  -5.387  -2.119
C  -1.432  -5.592  -0.633
C  -0.729  -6.689  0.163
C  0.729  -6.409  0.184
C  1.280  -6.317  -1.322
N  0.463  -5.401  -2.132
O  0.944  -5.278  -3.429
C  2.696  -5.618  -1.249
C  1.419  -7.728  -1.790
C  -1.415  -4.021  -2.625
H  -1.087  -6.640  -3.827
H  -2.674  -6.239  -3.301
H  -1.649  -7.476  -2.502
H  -1.428  -4.592  -0.195
H  -2.482  -5.887  -0.618
H  -0.957  -7.660  -0.278
H  -1.219  -6.706  1.138
H  1.076  -7.291  0.725
H  1.028  -5.647  0.905
H  3.324  -5.990  -0.439
H  3.314  -5.669  -2.146
H  2.646  -4.539  -1.101
H  0.412  -7.896  -2.172
H  2.064  -7.977  -2.633
H  1.625  -8.385  -0.947
H  -1.114  -3.713  -3.626
H  -1.120  -3.225  -1.940
H  -2.499  -3.899  -2.674
H  1.470  -4.483  -3.297
C  0.938  -2.311  0.348
C  0.188  -0.957  0.167
C  0.470  -0.202  1.462
C  0.097  1.297  1.389
C  0.944  1.985  0.244
C  0.594  1.182  -1.101
N  0.879  -0.269  -0.934
O  0.689  -0.956  -2.169
C  -0.835  1.660  -1.608
C  1.667  1.883  -1.999
C  -1.393  -1.199  -0.074
H  0.809  -2.982  -0.502
H  0.597  -2.927  1.182
H  1.990  -2.131  0.568
H  0.015  -0.612  2.365
H  1.540  -0.276  1.658
H  0.277  1.784  2.348
H  -0.970  1.405  1.186
H  2.004  1.964  0.500
H  0.559  3.003  0.193
H  -1.689  1.439  -0.968
H  -0.891  2.746  -1.694
H  -0.967  1.199  -2.588
H  1.351  2.927  -2.026
H  2.696  1.867  -1.642
H  1.674  1.409  -2.980
H  -1.690  -1.198  -1.122
H  -1.950  -0.384  0.388
H  -1.742  -2.145  0.340
H  1.534  -1.383  -2.344

Forces on the atoms, in the same order (eV/Å):
C -0.5349 -0.5588 -0.3009
O 0.3064 0.7029 0.5243
N 0.4970 -1.0139 -0.1615
C 0.2159 1.2073 -0.0835
C -0.4277 0.3635 -0.1236
H 0.0495 0.0289 -0.1287
H -0.2278 0.3631 0.2056
H 0.1014 -0.3496 0.0527
H 0.3508 0.3318 0.1660
H 0.3206 -0.1673 0.0289
H -0.3154 -1.0265 -0.0776
H -0.3072 0.0950 0.0038
C 2.0257 -1.4134 0.7802
O -1.1949 2.3609 -0.6665
N 0.8121 -0.6346 0.4239
C 0.2556 -1.3076 0.4312
C -1.0155 -0.3630 -0.4545
H -0.2683 -0.5401 0.0265
H -0.5503 0.7115 -0.2353
H -0.0895 0.7500 0.0414
H 0.2229 0.1229 0.0048
H -0.1717 0.1377 0.0626
H 0.0273 0.2677 -0.2363
H 0.0228 -0.1874 -0.1640
C 4.4439 -0.5350 -1.6434
O -3.9702 1.7536 1.9206
N -0.6410 -0.1791 1.4302
C 0.6936 -0.7121 -0.3250
C -0.4425 -0.7280 -1.1757
H 0.3577 -0.2971 -0.0037
H -0.2326 -0.1454 -0.0615
H 0.1908 -0.0116 0.0124
H -0.3148 0.2968 -0.2023
H -0.5436 -0.1059 0.0114
H -0.3293 -0.3951 -0.0319
H 0.8232 0.9055 0.0808
C 3.8925 -0.9752 0.2224
O -1.3931 0.4118 0.6898
N -1.3299 -0.4024 -1.8366
C -1.3180 0.8351 -2.2096
C -0.1224 0.9772 1.0092
H 0.2272 0.0296 0.1107
H -0.7357 0.1295 0.5146
H 0.9159 -0.4044 -0.2741
H -0.2058 -0.1852 0.6384
H -0.3065 -0.2015 -0.0045
H 0.4118 -0.2000 0.5882
H -0.0311 -0.0899 0.4500
C -0.7721 -0.4433 -0.6070
O 0.6449 0.4613 0.0542
N -0.3992 0.7306 1.4692
C -0.7927 -0.1985 0.3704
C -0.4257 -0.7654 0.0116
H 0.2050 -0.0341 -0.0003
H -0.0903 0.1499 -0.0243
H -0.0253 -0.2880 0.1907
H 0.2137 -0.2186 -0.1053
H 0.4589 0.5894 -0.1201
H 0.8051 0.6698 -0.2951
H 0.2128 -0.5267 -0.9352
C 2.4602 0.7211 -1.6369
O -3.2569 -0.0553 0.3487
N 0.8786 -0.9922 1.2428
C -0.1941 0.7812 -0.2947
C 0.5777 -0.3086 0.9891
H 0.1640 0.2261 -0.0207
H -0.0629 0.0627 -0.2167
H -0.6240 -0.1554 0.1085
H 0.0420 -0.0939 -0.3390
H 0.0764 -0.4645 0.1022
H 0.1308 0.0720 -0.2311
H -0.1840 0.1745 -0.1694
C -0.5643 0.1481 -2.9705
O 0.6768 1.0144 1.8794
N -0.2280 -0.6364 0.9642
C 0.3612 -0.5838 -1.5409
C -0.1963 -0.7151 -0.5797
H 0.3190 0.5045 0.0977
H -0.0469 0.4122 0.7443
H -0.0368 0.1791 0.1144
H -0.4650 -0.5723 0.2625
H -0.2170 0.0041 0.4325
H 0.1905 0.4560 0.2493
H 0.0783 -0.1835 0.3526
C -0.2845 -1.1930 1.5722
O -0.6402 0.5252 -1.4348
N 1.8626 0.6064 -1.1787
C -0.9557 -0.7513 1.4114
C -0.6813 0.0846 0.7321
H 0.4333 0.5614 -0.2699
H -0.5809 -0.2410 -0.1919
H 0.7049 0.3854 -0.1458
H 0.2469 0.2028 -0.3904
H 0.2031 -0.5859 0.0036
H -0.1669 0.3254 -0.1329
H -0.1396 0.2498 -0.2085
C 2.5967 0.3690 2.2276
O -1.8504 0.7939 -0.9176
N 0.4355 -0.7506 1.1434
C -0.3143 -0.3483 -1.6399
C -1.5456 1.3708 0.4051
H 0.2431 -0.4392 -0.1198
H 0.6157 0.0271 0.2268
H -0.7925 0.1439 -0.3352
H 0.2145 -0.6093 -0.0001
H -0.0517 -0.2016 0.2428
H 0.2703 -0.4741 -0.5938
H 0.1890 -0.0055 -0.5810
C 0.0938 -1.6521 -0.5516
O -0.3459 0.5812 0.1801
N -0.9011 0.4617 1.2439
C -0.4385 0.4572 -0.4202
C 0.4623 -0.9096 -2.3063
H -0.0979 0.0987 0.2345
H 0.0866 -0.4477 0.5524
H 0.3163 -0.0563 0.0644
H 0.4445 0.1802 0.1594
H 0.6692 -0.6690 0.3176
H 0.1912 1.0467 0.0588
H -0.4755 0.8310 0.5496
C -0.6304 0.5943 -0.1913
C 1.2186 1.6938 0.6658
C 0.6288 -1.5182 -0.4799
C -1.9507 -0.8897 1.7977
C 0.8003 0.5625 1.6309
C -0.2886 0.0873 -1.3310
N 2.5400 0.8576 -0.0434
O -0.6966 0.0451 -0.2002
C 0.6623 -1.0527 -0.2662
C 0.3362 0.2804 0.6011
C -1.0412 -1.5511 0.2266
H 0.2495 0.5983 0.1407
H -0.2278 -0.0787 -0.1148
H 0.0565 -0.0806 -0.3365
H 0.1036 -0.0574 0.0186
H 0.3258 -0.1119 0.1609
H 0.1006 0.0162 -0.4596
H 0.1901 0.6417 -0.8860
H 0.0287 0.0220 -0.3853
H -0.1251 -0.4499 -0.9830
H -0.9470 -0.3223 0.3356
H -0.1518 -0.3269 -0.5693
H -0.3796 0.9424 0.4661
H -0.3229 0.2994 0.6265
H 0.0839 0.2368 0.0963
H 0.1124 0.0031 0.1206
H -0.3075 -0.0967 0.1022
H 0.0256 0.2056 0.0051
H 0.3862 0.0299 -0.7929
H -0.7834 -0.5871 0.0753
C -0.6869 0.3232 -0.1111
C 0.2598 0.4730 0.1665
C 1.8481 -0.3186 -0.2782
C -1.2106 0.2402 0.9262
C 0.7341 0.1874 -0.7924
C 0.2718 -0.2179 0.1371
N 0.8737 -0.4001 -4.0002
O -0.5027 0.1187 1.7065
C -0.4374 -0.2587 0.5961
C -0.7719 0.2352 -0.0278
C 0.5397 0.1960 0.5218
H 0.0064 0.0199 -0.0085
H 0.0005 -0.1683 0.2078
H -0.1563 -0.0765 -0.2341
H -0.1034 -0.4466 0.1084
H -0.3476 1.2572 0.1714
H 0.1474 0.4072 -0.0790
H 0.0467 -0.5152 0.0406
H -0.4654 -0.4170 0.4384
H -0.5837 -0.1828 0.7100
H 0.2813 -0.1184 0.1001
H -0.0519 -0.0515 -0.4250
H 0.2712 -0.0352 -0.1484
H -0.2446 0.8204 0.0216
H 0.2127 -0.1169 -0.5090
H -0.0512 -0.0942 -0.0557
H 0.3922 -0.4358 -0.4938
H -0.1183 -0.4652 0.4115
H 0.0547 -0.2640 0.0736
H -0.1801 0.4073 0.9207
C 0.5349 -1.0603 -1.7116
C 0.9370 -0.6607 1.0448
C -1.2403 0.3173 -0.6416
C -1.2182 1.4851 -0.6238
C 0.4984 -0.9524 -0.1508
C 2.2614 1.8236 1.8920
N -1.2097 -0.2189 1.7639
O 0.5611 -0.0240 -0.3822
C 0.1157 0.1409 0.2031
C -1.2518 -0.8645 -0.8799
C -1.2429 1.1622 0.2385
H 0.0846 0.2834 -0.3612
H -0.1297 0.0918 0.4362
H -0.3445 0.1638 0.5862
H 0.4722 -0.0853 0.6237
H -0.2986 0.2232 -0.3059
H 0.1390 -0.0531 -0.1703
H 0.3053 -0.0347 0.3014
H 1.1122 -0.2200 -0.5660
H -0.1582 0.8397 -0.7164
H -0.1935 -0.3177 0.1387
H -0.3094 -0.6256 -0.3804
H -0.6315 0.0687 0.3538
H -0.0524 -0.9719 0.0653
H 0.3227 0.5369 0.1336
H 0.0703 -0.1300 -0.2491
H 0.4862 -0.5638 -0.0036
H 0.4795 -0.1296 0.0282
H -0.3004 -0.3642 0.0619
H 0.3089 0.2938 -0.6600
C -0.5522 -0.3252 -0.2215
C -0.8357 -1.7431 0.1133
C -0.1047 1.5403 0.2375
C 1.1882 -0.0919 -0.6073
C -2.6517 -2.2920 1.1269
C 1.3817 2.2918 0.9743
N -0.0660 1.3295 0.1329
O -0.8880 0.7629 0.3807
C 0.9321 -0.8315 0.1595
C -1.0101 -0.9259 -0.6421
C 1.1283 0.5859 0.1332
H 0.2893 0.2040 -0.2988
H -0.4588 0.3980 0.3140
H 0.1163 0.0975 -0.4223
H -0.4439 -0.5153 -0.3461
H 0.1511 0.0689 -0.2110
H 0.0957 -0.0037 0.1271
H -0.0458 0.0669 -0.0872
H -0.0421 -0.0401 -0.1859
H 0.3993 0.1075 -0.4452
H 0.2203 -0.5559 0.0913
H 0.4814 0.0877 -0.2339
H -0.3449 0.0875 -0.0843
H 0.2334 0.0309 -0.5016
H -0.2866 -0.2646 0.4595
H -0.0630 0.3581 -0.3369
H 0.4543 -0.0281 -0.1449
H -0.0836 -0.0874 0.2223
H 0.1910 0.0077 0.2309
H 0.4053 -0.3118 0.0362

Computed properties:
- Maximum force: 4.77 eV/A
- Kohn-Sham gap: 7.8023 eV
- Total charge: 0
- Energy: -120327.1179 eV
- Molecular weight: 1360.0 u

Mulliken population analysis, charges in e, atoms 1 to 2: number 1, C, carries 0.032; number 2, O, carries -0.614